# 1
Here is a cluster of 2 separate species, C23H21NO5 in total at a distorted geometry from the OMol25 dataset. Energies are from the ωB97M-V functional and the def2-TZVPD basis.

Structure (XYZ):
```
50
Properties=species:S:1:pos:R:3:nbo_charge:R:1
C 6.779 1.629 2.105 -0.26
O 6.172 2.077 0.875 -0.49
C 4.928 1.654 0.502 0.38
C 4.354 2.250 -0.663 -0.27
C 3.081 1.907 -1.063 -0.12
C 2.295 0.958 -0.349 -0.09
C 1.021 0.471 -0.926 0.19
C 0.401 -0.632 -0.271 -0.34
C -0.867 -1.109 -0.493 0.00
C -1.477 -2.184 0.244 -0.18
C -2.696 -2.754 -0.242 -0.12
C -3.336 -3.787 0.403 -0.27
C -2.794 -4.311 1.609 0.36
O -3.504 -5.264 2.254 -0.48
C -3.010 -5.752 3.516 -0.26
C -1.577 -3.782 2.109 -0.34
C -0.947 -2.744 1.444 -0.07
C 2.871 0.425 0.844 -0.13
C 4.157 0.744 1.256 -0.33
H 7.724 2.174 2.138 0.21
H 6.182 1.885 2.987 0.19
H 6.979 0.553 2.089 0.18
H 4.953 2.969 -1.214 0.24
H 2.680 2.310 -1.997 0.23
H 0.891 0.665 -1.969 0.25
H 1.073 -1.201 0.384 0.21
H -1.468 -0.722 -1.318 0.23
H -3.120 -2.334 -1.157 0.22
H -4.268 -4.207 0.025 0.24
H -3.750 -6.481 3.842 0.21
H -2.032 -6.236 3.394 0.18
H -2.930 -4.939 4.252 0.19
H -1.169 -4.188 3.036 0.22
H -0.024 -2.317 1.860 0.20
H 2.349 -0.336 1.416 0.21
H 4.559 0.290 2.166 0.23
O -0.512 1.850 -1.299 -0.70
C -1.295 2.457 -2.083 0.45
C -2.504 3.066 -1.488 -0.10
N -2.466 3.605 -0.166 0.51
O -3.575 3.826 0.373 -0.44
O -1.390 3.891 0.379 -0.39
C -3.688 3.197 -2.207 -0.16
C -3.615 3.110 -3.609 -0.32
C -2.393 2.831 -4.262 -0.16
C -1.240 2.566 -3.523 -0.37
H -4.590 3.429 -1.639 0.25
H -4.546 3.303 -4.168 0.21
H -2.366 2.816 -5.371 0.21
H -0.298 2.372 -4.022 0.20
```

energy relative to the best compared isomer or geometry (same formula, charge and spin)	194.8	kcal/mol
LUMO level	-1.75	eV
2S+1	1
F_max	0.0394	hartree/bohr
net charge	0
Kohn-Sham gap	5.17	eV

***

# 2
Here is the molecule C23H22BrClN2O4S at a distorted geometry from the OMol25 dataset. Energies are from the ωB97M-V functional and the def2-TZVPD basis.

Structure (XYZ):
```
54
Properties=species:S:1:pos:R:3:nbo_charge:R:1
C 3.469 3.305 -1.227 -0.26
O 2.690 2.176 -1.601 -0.53
C 2.452 1.278 -0.636 0.79
O 2.863 1.381 0.488 -0.59
C 1.653 0.093 -1.165 -0.36
N 0.676 0.400 -2.192 -0.63
C -0.565 1.063 -1.767 -0.08
C -0.323 2.100 -0.679 -0.10
C -0.054 3.410 -1.071 -0.13
C 0.227 4.402 -0.151 -0.24
C 0.241 4.101 1.200 -0.19
C -0.029 2.812 1.616 -0.22
C -0.308 1.821 0.687 -0.02
Cl -0.642 0.232 1.306 0.02
C -1.715 0.131 -1.409 -0.06
C -2.859 0.759 -0.925 -0.17
C -3.980 0.031 -0.589 -0.11
Br -5.501 0.938 0.106 0.04
C -4.014 -1.343 -0.758 -0.23
C -2.902 -1.970 -1.274 -0.23
C -1.745 -1.257 -1.600 0.14
N -0.672 -1.951 -2.132 -0.88
S -0.150 -3.439 -1.554 2.32
O 1.115 -3.642 -2.196 -0.94
O -1.186 -4.410 -1.731 -0.93
C 0.106 -3.141 0.190 -0.28
C 1.369 -2.781 0.619 -0.21
C 1.571 -2.463 1.949 -0.21
C 0.515 -2.504 2.856 0.02
C 0.742 -2.151 4.292 -0.63
C -0.742 -2.895 2.406 -0.22
C -0.951 -3.215 1.075 -0.20
H 2.965 3.862 -0.436 0.20
H 3.571 3.913 -2.122 0.20
H 4.448 2.983 -0.867 0.20
H 1.175 -0.404 -0.320 0.25
H 2.381 -0.604 -1.599 0.24
H 1.127 0.948 -2.915 0.39
H -0.913 1.612 -2.654 0.23
H -0.063 3.649 -2.125 0.21
H 0.430 5.407 -0.489 0.22
H 0.460 4.866 1.929 0.22
H -0.022 2.560 2.664 0.23
H -2.859 1.832 -0.794 0.22
H -4.899 -1.906 -0.505 0.23
H -2.904 -3.033 -1.454 0.25
H 0.086 -1.342 -2.433 0.45
H 2.176 -2.770 -0.096 0.24
H 2.553 -2.168 2.288 0.22
H -0.196 -1.929 4.793 0.22
H 1.403 -1.291 4.373 0.22
H 1.216 -2.986 4.807 0.23
H -1.567 -2.943 3.101 0.22
H -1.920 -3.527 0.721 0.24
```

energy relative to the best compared isomer or geometry (same formula, charge and spin)	0.0	kcal/mol
LUMO level	0.39	eV
2S+1	1
F_max	0.0285	hartree/bohr
SMILES	COC(=O)CN[C@H](c1ccccc1Cl)c1cc(Br)ccc1NS(=O)(=O)c1ccc(C)cc1
net charge	0
Kohn-Sham gap	8.69	eV

***

# 3
Here is a structure of composition C23H22CdN4O4SSe at a distorted geometry from the OMol25 dataset. Energies are from the ωB97M-V functional and the def2-TZVPD basis.

Structure (XYZ):
```
56
Properties=species:S:1:pos:R:3:nbo_charge:R:1
Cd 2.826 1.589 -0.188 1.60
O 6.199 -0.146 -0.247 -1.03
S 4.787 0.045 0.046 2.53
O 4.212 -1.084 0.780 -1.07
O 4.563 1.311 0.861 -1.13
O 3.991 0.247 -1.237 -1.15
C -2.636 -3.417 -0.726 -0.64
C -3.152 -2.367 0.213 -0.08
C -4.401 -2.472 0.794 -0.19
C -4.872 -1.511 1.674 -0.27
C -4.060 -0.439 2.001 -0.20
C -2.802 -0.318 1.443 -0.29
C -2.337 -1.261 0.522 0.26
N -1.113 -1.161 -0.101 -0.67
C -0.182 -0.089 -0.037 0.62
N -0.764 1.112 -0.233 -0.62
C -0.328 2.438 0.002 0.18
C 1.013 2.766 0.241 -0.53
C 1.244 4.117 0.532 -0.22
C 0.241 5.071 0.576 -0.25
C -1.059 4.709 0.280 -0.23
C -1.360 3.392 -0.017 -0.11
C -2.785 3.034 -0.365 -0.64
N 1.063 -0.327 0.072 -0.57
C 1.503 -1.651 0.143 0.17
C 1.647 -2.295 1.367 -0.19
C 2.032 -3.620 1.412 -0.21
C 2.266 -4.321 0.242 -0.24
C 2.134 -3.680 -0.978 -0.20
C 1.739 -2.355 -1.049 -0.04
C 1.585 -1.644 -2.358 -0.65
H -3.391 -4.179 -0.900 0.21
H -1.747 -3.896 -0.313 0.22
H -2.358 -2.980 -1.684 0.22
H -5.023 -3.323 0.546 0.19
H -5.852 -1.612 2.118 0.20
H -4.401 0.305 2.709 0.21
H -2.157 0.495 1.741 0.23
H -0.652 -2.039 -0.310 0.42
H -1.754 1.041 -0.410 0.40
H 2.258 4.450 0.713 0.22
H 0.473 6.101 0.807 0.20
H -1.850 5.453 0.265 0.18
H -3.372 3.947 -0.444 0.21
H -3.245 2.408 0.403 0.20
H -2.852 2.515 -1.323 0.20
H 1.485 -1.739 2.279 0.21
H 2.148 -4.110 2.368 0.19
H 2.560 -5.363 0.278 0.19
H 2.338 -4.219 -1.896 0.19
H 1.634 -2.339 -3.197 0.19
H 2.397 -0.913 -2.432 0.28
H 0.641 -1.098 -2.397 0.20
Se 3.686 3.701 -2.147 -0.42
C 3.858 5.325 -1.434 0.04
N 3.982 6.396 -1.007 -0.56
```

energy relative to the best compared isomer or geometry (same formula, charge and spin)	16.6	kcal/mol
LUMO level	3.89	eV
2S+1	1
F_max	0.0963	hartree/bohr
net charge	-2
Kohn-Sham gap	5.51	eV

***

# 4
Here is a cluster of 2 separate species, C23H22ClN2O in total at a distorted geometry from the OMol25 dataset. Energies are from the ωB97M-V functional and the def2-TZVPD basis.

Structure (XYZ):
```
49
Properties=species:S:1:pos:R:3:nbo_charge:R:1
Cl 7.151 1.293 -2.277 0.03
C 5.431 1.286 -2.287 -0.06
C 4.719 2.211 -1.516 -0.21
C 3.318 2.169 -1.483 -0.24
C 2.614 1.242 -2.253 0.07
C 1.090 1.102 -2.122 -0.31
C 0.216 0.609 -3.310 -0.37
C -1.237 0.916 -2.823 -0.44
C -1.032 2.096 -1.901 -0.18
C 0.261 2.234 -1.525 -0.20
C 3.330 0.341 -3.047 -0.23
C 4.733 0.355 -3.066 -0.22
H 5.261 2.937 -0.926 0.23
H 2.781 2.882 -0.861 0.21
H 0.434 1.193 -4.214 0.22
H 0.402 -0.453 -3.521 0.20
H -1.947 1.067 -3.644 0.23
H -1.585 0.049 -2.235 0.20
H -1.879 2.713 -1.586 0.22
H 0.718 3.003 -0.885 0.21
H 2.804 -0.381 -3.677 0.22
H 5.288 -0.361 -3.659 0.23
H 0.948 0.273 -1.458 0.19
C 1.063 -1.438 1.400 -0.07
H 2.097 -1.720 1.153 0.25
C 0.819 -0.213 2.044 -0.23
C -0.501 0.153 2.350 0.10
N -1.523 -0.762 2.263 -0.29
C -2.748 -0.685 3.013 0.17
C -3.319 0.561 3.313 -0.23
C -4.527 0.611 4.040 -0.18
C -5.129 -0.568 4.500 -0.17
C -4.543 -1.807 4.210 -0.18
C -3.378 -1.869 3.439 -0.24
C -1.305 -1.856 1.465 0.14
C -0.081 -2.052 0.829 -0.14
C -0.175 -2.570 -0.573 0.64
N 0.987 -2.461 -1.309 -0.80
O -1.253 -2.928 -1.038 -0.56
H 1.661 0.448 2.285 0.27
H -0.777 1.157 2.664 0.25
H -2.853 1.478 2.928 0.23
H -4.987 1.589 4.237 0.24
H -6.046 -0.513 5.083 0.24
H -4.995 -2.723 4.583 0.24
H -2.964 -2.837 3.152 0.23
H -2.192 -2.471 1.322 0.27
H 1.889 -2.403 -0.861 0.40
H 0.960 -2.894 -2.215 0.42
```

LUMO level	-4.98	eV
2S+1	1
F_max	0.0448	hartree/bohr
net charge	+1
Kohn-Sham gap	5.93	eV

***

# 5
Here is the molecule C23H22ClN5O2S at a distorted geometry from the OMol25 dataset. Energies are from the ωB97M-V functional and the def2-TZVPD basis.

Structure (XYZ):
```
54
Properties=species:S:1:pos:R:3:nbo_charge:R:1
C 0.758 -5.535 -4.753 -0.25
O -0.531 -5.227 -4.276 -0.49
C -0.672 -4.226 -3.374 0.31
C 0.372 -3.460 -2.861 -0.29
C 0.110 -2.455 -1.950 -0.18
C -1.190 -2.205 -1.543 0.16
N -1.453 -1.161 -0.631 -0.41
C -2.169 -0.008 -0.841 0.36
C -2.742 0.381 -2.156 -0.48
C -1.624 0.561 -3.135 0.13
C -1.215 -0.265 -4.153 -0.29
C -0.073 0.319 -4.731 -0.31
C 0.176 1.474 -4.041 -0.06
N -0.760 1.615 -3.067 -0.33
C -0.864 2.734 -2.171 -0.41
N -2.159 0.721 0.237 -0.29
N -1.453 0.072 1.182 -0.38
C -1.021 -1.048 0.658 0.19
S -0.045 -2.257 1.431 0.30
C -0.165 -1.722 3.174 -0.61
C 0.836 -0.625 3.543 0.66
O 1.832 -0.874 4.185 -0.61
N 0.451 0.591 3.093 -0.66
C 1.094 1.818 3.245 0.23
C 2.253 1.989 3.997 -0.26
C 2.825 3.243 4.110 -0.20
C 2.244 4.327 3.475 -0.07
Cl 2.961 5.895 3.621 -0.01
C 1.090 4.171 2.721 -0.22
C 0.519 2.919 2.609 -0.25
C -2.238 -2.974 -2.038 -0.22
C -1.978 -3.974 -2.947 -0.24
H 1.418 -5.860 -3.943 0.18
H 0.621 -6.354 -5.457 0.21
H 1.207 -4.683 -5.272 0.18
H 1.391 -3.632 -3.166 0.23
H 0.919 -1.857 -1.559 0.23
H -3.409 -0.399 -2.526 0.24
H -3.310 1.302 -2.017 0.25
H -1.686 -1.182 -4.450 0.22
H 0.493 -0.067 -5.555 0.22
H 0.951 2.204 -4.172 0.21
H -1.087 2.399 -1.158 0.23
H 0.080 3.277 -2.167 0.22
H -1.658 3.415 -2.491 0.20
H -1.192 -1.404 3.347 0.25
H 0.067 -2.615 3.753 0.26
H -0.391 0.613 2.502 0.44
H 2.701 1.141 4.488 0.26
H 3.722 3.377 4.694 0.23
H 0.644 5.022 2.232 0.23
H -0.382 2.786 2.028 0.22
H -3.248 -2.789 -1.704 0.23
H -2.774 -4.582 -3.346 0.23
```

energy relative to the best compared isomer or geometry (same formula, charge and spin)	0.0	kcal/mol
LUMO level	0.48	eV
2S+1	1
F_max	0.0225	hartree/bohr
SMILES	COc1ccc(-n2c(Cc3cccn3C)nnc2SCC(=O)Nc2ccc(Cl)cc2)cc1
net charge	0
Kohn-Sham gap	8.62	eV